C19H41BMoN6Si4 as an isolated structure, computed with the ωB97M-V functional and the def2-TZVPD basis.

CARTESIAN COORDINATES (ANGSTROEM)
Mo (-0.63730, 0.29613, -0.41094)
Si (-2.43806, -0.84583, 3.37420)
Si (0.03149, 1.63192, 3.35333)
Si (-1.54623, 0.74108, 1.82813)
Si (-3.30718, 2.32389, 1.84549)
N (0.00110, 1.96866, -1.28271)
N (-1.05111, -0.12013, -3.31522)
N (1.21255, -0.50834, -1.39022)
N (1.35107, -0.19674, -2.73743)
N (0.16215, 2.02371, -2.65907)
N (-1.56728, -0.44252, -2.03513)
C (-3.55865, 3.15837, 3.51714)
C (-0.07473, 4.11631, -1.87525)
C (1.54678, 0.51077, 3.32312)
C (2.25571, -1.33998, -1.09054)
C (0.55113, 3.37518, 2.84098)
C (-2.92791, -1.29133, -3.61631)
C (-3.10113, 3.74285, 0.61669)
C (-3.52318, -0.14193, 4.76315)
C (2.43514, -0.82160, -3.23898)
C (-1.09152, -1.83935, 4.25112)
C (-0.14991, -2.41535, 0.82144)
C (-4.86584, 1.39471, 1.32404)
C (-0.14499, 3.24075, -0.77973)
C (-1.88882, -0.61277, -4.24730)
C (-0.53420, 1.79867, 5.15083)
C (3.03345, -1.54492, -2.22779)
C (0.11770, 3.31527, -3.02498)
C (-3.53858, -2.03910, 2.40974)
C (-2.70127, -1.20375, -2.23628)
B (0.29775, 0.67980, -3.45406)
H (-4.42947, 0.34692, 4.38295)
H (-1.42084, 2.43489, 5.25973)
H (-3.89525, -2.81781, 3.10414)
H (1.20669, 3.78076, 3.63013)
H (-1.64122, -0.40408, -5.27592)
H (-5.16149, 0.61029, 2.03259)
H (0.50456, -3.14336, 0.31856)
H (-0.72352, -1.82013, -0.00349)
H (-0.43102, -2.36929, 3.55738)
H (0.51328, -1.75491, 1.42484)
H (-1.58661, -2.59617, 4.87894)
H (3.93762, -2.14089, -2.32882)
H (2.40234, -1.74506, -0.09145)
H (-0.84074, -2.89724, 1.52556)
H (-2.99828, -2.53507, 1.59414)
H (0.61068, 0.87969, -4.60382)
H (-5.68816, 2.12497, 1.25347)
H (-2.94679, 3.37958, -0.40744)
H (-0.46731, -1.22685, 4.91179)
H (-0.15223, 5.16313, -1.79183)
H (0.25188, 3.56006, -4.05319)
H (1.32562, -0.52041, 3.62564)
H (-2.65331, 3.67517, 3.85846)
H (1.99618, 0.49362, 2.32090)
H (-3.24981, -1.58006, -1.35994)
H (-0.73514, 0.83458, 5.63147)
H (-3.76248, -1.77836, -4.08139)
H (-2.26384, 4.40125, 0.88150)
H (-3.84572, -0.98779, 5.39216)
H (-4.01963, 4.35239, 0.62460)
H (-2.99240, 0.56466, 5.41300)
H (-0.30716, 4.05386, 2.72690)
H (-4.73317, 0.93916, 0.33226)
H (-0.28028, 3.35727, 0.28473)
H (1.12172, 3.36004, 1.90165)
H (2.28933, 0.92118, 4.02552)
H (-3.88488, 2.47136, 4.30398)
H (-4.34460, 3.91808, 3.38941)
H (0.29069, 2.27906, 5.70028)
H (2.66774, -0.66778, -4.29040)
H (-4.41739, -1.53517, 1.98587)

Summary:
total charge = +4
gap between HOMO and LUMO (spin up / spin down) = 4.80 / 4.44 eV
2S+1 = 3

These are the Löwdin partial charges, in e, on atoms 1 to 2: atom 1 (Mo): 1.453, atom 2 (Si): 0.437

---

A 2-piece molecular cluster, C3H10N overall, computed with the ωB97M-V functional and the def2-TZVPD basis.

CARTESIAN COORDINATES (ANGSTROEM)
N (-0.29415, 1.30124, 0.47722)
C (0.35329, -1.93356, 1.09196)
C (-0.23132, 1.56073, -0.98741)
C (-0.13145, 0.48538, -1.83965)
H (1.10910, -1.40862, 0.50995)
H (-0.45108, -2.23244, 0.42051)
H (0.31624, 0.63734, -2.81384)
H (0.57590, 1.59234, 1.01270)
H (-0.38742, 0.29093, 0.61856)
H (-0.47165, -0.51016, -1.59289)
H (-0.06242, 2.59663, -1.22213)
H (0.81018, -2.82391, 1.51924)
H (-0.04611, -1.31920, 1.89779)
H (-1.08912, 1.76332, 0.90797)

Summary:
energy relative to the best compared isomer or geometry (same formula, charge and spin) = 2.1852 eV
gap between HOMO and LUMO (spin up / spin down) = 4.73 / 9.08 eV
2S+1 = 2

These are the Löwdin partial charges, in e, on atoms 1 to 2: atom 1 (N): 0.066, atom 2 (C): -0.071

---

A 2-piece molecular cluster, C5H14 overall, computed with the ωB97M-V functional and the def2-TZVPD basis.

CARTESIAN COORDINATES (ANGSTROEM)
C (1.05540, 3.10213, -0.73729)
C (-0.35579, 1.13062, -0.06547)
C (-0.06263, -2.89043, 0.18119)
C (-0.68113, -2.64276, 1.58700)
C (0.23277, 1.90104, -1.26777)
H (-0.57876, 2.24476, -1.94602)
H (-0.31098, -3.47748, 2.18681)
H (-0.55531, 1.76786, 0.77023)
H (-1.20106, 0.53647, -0.41897)
H (0.88781, 3.24731, 0.31099)
H (0.74197, 3.93482, -1.34260)
H (0.18157, -1.89155, -0.15113)
H (-0.38581, -1.71922, 2.06223)
H (-0.87856, -3.27707, -0.47766)
H (0.43893, 0.48458, 0.33957)
H (2.12108, 2.80883, -0.74244)
H (-1.75842, -2.61197, 1.64525)
H (0.37192, -3.87937, 0.07907)
H (0.73699, 1.23145, -2.01297)

Summary:
energy relative to the best compared isomer or geometry (same formula, charge and spin) = 1.4674 eV
gap between HOMO and LUMO = 12.15 eV
2S+1 = 1

These are the Löwdin partial charges, in e, on atoms 1 to 2: atom 1 (C): -0.114, atom 2 (C): -0.134

---

C4H6CdLiO7 as an isolated structure, computed with the ωB97M-V functional and the def2-TZVPD basis.

CARTESIAN COORDINATES (ANGSTROEM)
Cd (-5.81810, -2.05076, 6.18028)
O (-1.23255, 0.23640, 8.36163)
O (-4.28354, -0.50558, 6.56589)
O (0.12160, 1.71449, 7.32885)
O (-5.74523, 1.45592, 6.07010)
O (-6.89360, 1.54794, 4.19007)
O (-6.65262, -0.41774, 5.22603)
O (0.60725, 0.95647, 9.34725)
C (-3.32657, -0.57376, 7.59911)
C (-2.15203, 0.33638, 7.28073)
C (-6.34478, 0.80880, 5.18223)
C (-0.11398, 0.97940, 8.31870)
Li (1.75434, 2.17893, 8.33640)
H (-1.67196, 0.02503, 6.34238)
H (-7.53657, 1.00472, 3.71979)
H (-2.49345, 1.37596, 7.17135)
H (-2.98560, -1.61659, 7.67293)
H (-3.77592, -0.28218, 8.56204)
H (-4.82304, 0.37044, 6.63108)

Summary:
total charge = -1
energy relative to the best compared isomer or geometry (same formula, charge and spin) = 0.0000 eV
gap between HOMO and LUMO = 2.47 eV
2S+1 = 1

These are the Löwdin partial charges, in e, on atoms 1 to 2: atom 1 (Cd): 0.510, atom 2 (O): 0.014

---

A 4-piece molecular cluster, C26H47Cl6FN2O2S overall, computed with the ωB97M-V functional and the def2-TZVPD basis.

CARTESIAN COORDINATES (ANGSTROEM)
Cl (-1.87982, 4.33792, 9.17361)
Cl (-3.86714, 3.79697, 6.45972)
Cl (-3.52543, 5.22313, 3.45326)
Cl (-2.61406, -4.18282, 1.90266)
Cl (-5.09884, 4.75505, 0.46337)
Cl (0.63055, -5.14257, 1.49586)
S (3.11835, -0.37128, 1.99313)
F (4.11436, 0.30241, 0.98708)
O (3.61888, -1.66884, 2.25614)
O (2.98265, 0.43355, 3.15021)
N (1.72217, -0.42901, 1.10078)
N (-1.19536, 1.84722, 1.69296)
C (-4.72918, 3.96876, 3.06027)
C (-0.19674, -3.14476, -3.35620)
C (-0.52265, 2.55597, -3.42190)
C (-4.61710, 3.49644, 1.63243)
C (-0.45590, -5.57710, 2.84218)
C (-0.45380, 1.01800, -3.30012)
C (-2.11630, 4.12362, 6.45652)
C (-1.88594, -5.73467, 2.39173)
C (3.31778, 0.16901, -2.69734)
C (1.21609, -3.25073, -4.01073)
C (0.78088, 0.52151, -2.51019)
C (-1.42194, 3.52612, 7.65410)
C (0.99951, -1.71076, 1.27866)
C (1.54137, -1.98397, -4.85658)
C (1.55373, 1.99982, 1.06099)
C (-0.88263, 3.17159, -2.02763)
C (-0.26623, -3.61988, -1.88767)
C (3.54772, -1.24476, -3.32897)
C (0.73544, -2.91736, -0.93223)
C (-0.41920, 0.78150, 1.55226)
C (0.05519, -1.95802, 0.06056)
C (2.09229, 0.96212, -3.18587)
C (0.75160, 3.09245, 1.24133)
C (2.99348, -1.45972, -4.75162)
C (-0.58937, 3.01955, 1.55290)
C (0.92276, 0.75596, 1.24568)
H (-1.71494, 3.68686, 5.54262)
H (4.22250, 0.78495, -2.75925)
H (-0.87518, -3.80044, -3.92014)
H (0.68056, 0.97211, -1.51398)
H (3.21955, -1.99289, -2.60314)
H (0.36956, -1.65474, 2.17668)
H (-2.48761, -6.12170, 3.21290)
H (0.68828, -0.56771, -2.47088)
H (-0.34415, 3.63975, 7.54674)
H (2.60609, 2.08693, 0.82179)
H (1.20215, 4.07884, 1.13589)
H (-1.29424, -3.43596, -1.54024)
H (-4.54826, 3.13549, 3.73759)
H (-0.47840, 0.57784, -4.30981)
H (-1.96632, -6.42320, 1.55369)
H (1.41658, -2.32238, -1.55424)
H (1.99486, -3.52241, -3.29370)
H (1.65185, -2.57458, 1.34933)
H (0.43039, 2.94322, -3.79153)
H (-1.33666, 2.82871, -4.10160)
H (-0.13063, -4.70766, -1.82760)
H (-1.38934, 0.69002, -2.82169)
H (0.81044, -1.18577, -4.69005)
H (1.40006, -2.27124, -5.90903)
H (3.15658, 0.00290, -1.61992)
H (-1.64766, 2.46739, 7.75800)
H (1.97480, 1.01503, -4.27406)
H (-5.28084, 2.64734, 1.47571)
H (2.24681, 2.00056, -2.85284)
H (-1.21019, 2.38052, -1.34289)
H (-0.36065, -4.81256, 3.60998)
H (3.08805, -0.53041, -5.32517)
H (1.13967, -4.09300, -4.70979)
H (-0.92019, -0.17989, 1.67236)
H (-3.60219, 3.18484, 1.39416)
H (-0.62861, -2.13953, -3.43393)
H (-0.82421, -2.47721, 0.45820)
H (-1.67799, 3.91528, -2.12223)
H (-0.09243, -6.51928, 3.24984)
H (4.63735, -1.36287, -3.40671)
H (-5.71528, 4.37528, 3.27309)
H (1.34505, -3.70160, -0.46085)
H (-1.97638, 5.20109, 6.40909)
H (0.02306, 3.62729, -1.61147)
H (-0.20651, -1.01828, -0.42930)
H (3.63310, -2.21346, -5.23194)
H (-1.18568, 3.92407, 1.65902)

Summary:
gap between HOMO and LUMO = 9.93 eV
2S+1 = 1

These are the Löwdin partial charges, in e, on atoms 1 to 2: atom 1 (Cl): 0.535, atom 2 (Cl): 0.546

---

A 4-piece molecular cluster, CH7O5 overall, computed with the ωB97M-V functional and the def2-TZVPD basis.

CARTESIAN COORDINATES (ANGSTROEM)
O (-1.10182, -1.13762, 0.00782)
O (-0.50654, -2.97982, 3.23776)
O (0.01208, 0.80481, 0.01789)
O (0.49916, 3.14700, -1.56144)
O (1.50132, 0.08144, -2.25438)
C (-0.88713, 0.02425, 0.38718)
H (0.42619, 2.57677, -0.76734)
H (1.14689, 0.45714, -1.42770)
H (-1.08979, -2.52349, 2.64478)
H (1.16180, -0.80756, -2.19086)
H (-1.59614, 0.43533, 1.15068)
H (0.09354, 2.53379, -2.22105)
H (0.34043, -2.61204, 2.97666)

Summary:
total charge = -1
energy relative to the best compared isomer or geometry (same formula, charge and spin) = 0.4023 eV
gap between HOMO and LUMO = 9.19 eV
2S+1 = 1

These are the Löwdin partial charges, in e, on atoms 1 to 2: atom 1 (O): -0.104, atom 2 (O): -0.063